--- w ---
The following is a quantum chemistry calculation of a single CH2ClNO molecule, from the OMol25 dataset.

Output
Structure (SMILES) = ClN1CO1
Total charge = 0
Gap between HOMO and LUMO = 10.518 eV
HOMO level = -9.9 eV

Cartesian coordinates (Å):
1 H 0.37 -0.14 0.84
2 H -0.40 -0.36 -0.87
3 N 0.23 1.81 -0.06
4 Cl 0.13 2.48 -1.63
5 O -1.09 1.58 0.44
6 C 0.03 0.40 0.00

--- x ---
The following is a quantum chemistry calculation of 2 unconnected molecules or ions with the total composition CH2ClNO, from the OMol25 dataset.

Output
Total charge = 0
Gap between HOMO and LUMO (alpha / beta) = 6.126 / 6.127 eV
HOMO level (alpha / beta) = -8.9 / -8.9 eV

Cartesian coordinates (Å):
1 H -1.06 -0.17 0.94
2 C -0.51 -0.92 0.51
3 O 0.58 1.59 -0.47
4 Cl 1.51 2.20 -1.56
5 N 0.21 -0.74 -0.43
6 H -0.73 -1.96 1.02

--- y ---
The following is a quantum chemistry calculation of 2 unconnected molecules or ions with the total composition CH2ClNO, from the OMol25 dataset.

Output
Structure (SMILES) = C#N.OCl
Total charge = 0
Gap between HOMO and LUMO = 10.568 eV
HOMO level = -10.1 eV

Cartesian coordinates (Å):
1 H 0.64 -1.17 -0.26
2 Cl 1.89 0.36 0.08
3 N -1.18 -0.39 -0.06
4 H -1.68 1.72 0.49
5 O 1.64 -1.24 -0.33
6 C -1.31 0.72 0.08

--- z ---
The following is a quantum chemistry calculation of 2 unconnected molecules or ions with the total composition CH2ClNO, from the OMol25 dataset.

Output
Total charge = 0
Gap between HOMO and LUMO (alpha / beta) = 8.056 / 8.124 eV
HOMO level (alpha / beta) = -8.2 / -8.5 eV

Cartesian coordinates (Å):
1 C -0.32 -0.47 -0.41
2 H -1.23 -0.93 -0.07
3 O 0.87 1.69 0.90
4 Cl 1.08 -1.43 -0.21
5 N -0.07 1.05 1.11
6 H -0.33 0.10 -1.33

Of them, x has the lowest stability.